{"formula": "C22H36BrGaINO11P", "method": "wB97M-V/def2-TZVPD", "elements": ["N", "P", "Ga", "Br", "C", "C", "O", "I", "H", "H", "H", "H", "H", "H", "O", "C", "O", "C", "C", "C", "H", "H", "H", "H", "H", "H", "O", "C", "O", "C", "C", "C", "H", "H", "H", "H", "H", "H", "O", "C", "O", "C", "C", "C", "H", "H", "H", "H", "H", "H", "O", "C", "O", "C", "C", "C", "H", "H", "H", "H", "H", "H", "O", "C", "O", "C", "C", "C", "H", "H", "H", "H", "H", "H"], "xyz": [[-1.905, 0.297, 2.448], [-1.261, -0.076, 1.000], [0.816, -1.095, 1.327], [2.599, -0.173, -0.035], [0.559, -3.120, 1.009], [0.236, -3.306, -0.556], [1.192, -3.107, -1.339], [-1.746, -3.827, -1.316], [-2.779, -0.257, 2.482], [-1.042, 1.086, 0.169], [-2.128, -1.027, 0.330], [1.214, -0.873, 2.851], [1.409, -3.782, 1.361], [-0.414, -3.421, 1.549], [-5.945, 5.501, 3.888], [-5.007, 4.752, 3.771], [-5.120, 3.445, 3.427], [-3.826, 2.821, 3.486], [-2.835, 3.953, 3.357], [-3.564, 5.102, 4.024], [-3.735, 2.296, 4.442], [-3.727, 2.099, 2.676], [-1.866, 3.728, 3.803], [-2.673, 4.185, 2.299], [-3.387, 5.125, 5.102], [-3.307, 6.059, 3.570], [-7.201, 10.477, 5.553], [-8.046, 9.675, 5.253], [-9.311, 10.008, 4.878], [-10.083, 8.815, 4.698], [-9.071, 7.719, 4.455], [-7.887, 8.178, 5.279], [-10.674, 8.642, 5.603], [-10.762, 8.941, 3.853], [-9.437, 6.727, 4.726], [-8.795, 7.697, 3.396], [-7.952, 7.831, 6.313], [-6.943, 7.875, 4.829], [4.537, -7.483, -5.139], [4.343, -6.635, -4.304], [5.073, -6.512, -3.166], [4.509, -5.475, -2.349], [3.722, -4.605, -3.299], [3.250, -5.600, -4.338], [3.875, -5.938, -1.587], [5.308, -4.921, -1.854], [2.911, -4.061, -2.812], [4.386, -3.873, -3.768], [2.306, -6.070, -4.052], [3.170, -5.145, -5.325], [2.838, 0.894, 3.687], [3.554, 1.802, 3.372], [3.104, 3.021, 2.960], [4.215, 3.827, 2.558], [5.415, 3.232, 3.261], [5.058, 1.761, 3.325], [4.305, 3.779, 1.469], [4.042, 4.864, 2.853], [6.358, 3.433, 2.748], [5.489, 3.637, 4.275], [5.371, 1.226, 2.426], [5.465, 1.287, 4.218], [3.095, -7.978, -11.409], [3.758, -7.997, -10.405], [5.114, -8.104, -10.392], [5.570, -8.207, -9.036], [4.465, -7.609, -8.197], [3.226, -7.955, -8.997], [5.742, -9.263, -8.805], [6.510, -7.663, -8.923], [4.448, -7.987, -7.175], [4.581, -6.521, -8.153], [2.834, -8.940, -8.734], [2.454, -7.193, -8.892]], "spin_multiplicity": 1, "largest_force_ev_per_a": 5.9, "e_homo_ha": -0.17984, "total_charge": -1}

{"formula": "C22H36F13IN5O7S2", "method": "wB97M-V/def2-TZVPD", "elements": ["C", "C", "C", "O", "C", "N", "C", "I", "C", "C", "C", "C", "F", "F", "C", "F", "F", "C", "F", "F", "C", "F", "F", "C", "F", "F", "C", "F", "F", "F", "N", "C", "C", "N", "N", "N", "H", "H", "H", "H", "H", "H", "H", "H", "H", "H", "H", "H", "H", "H", "H", "H", "H", "H", "H", "H", "O", "S", "O", "O", "C", "C", "C", "H", "H", "H", "H", "H", "H", "H", "H", "O", "S", "O", "O", "C", "C", "C", "H", "H", "H", "H", "H", "H", "H", "H"], "xyz": [[5.016, 1.806, 0.616], [3.622, 0.924, 0.758], [3.140, 0.235, -0.655], [2.864, 1.207, -1.742], [1.530, 0.955, -2.305], [0.851, -0.381, -2.651], [-0.556, -0.295, -3.203], [-1.823, -1.962, -3.836], [-0.784, 1.330, -3.175], [-2.196, 2.080, -3.636], [-2.976, 2.590, -2.285], [-4.002, 1.483, -1.625], [-3.241, 0.183, -1.534], [-4.258, 1.910, -0.231], [-5.336, 1.172, -2.521], [-5.348, 1.826, -3.864], [-5.368, -0.312, -2.797], [-6.764, 1.535, -1.803], [-7.834, 0.965, -2.706], [-6.976, 0.824, -0.487], [-7.095, 3.150, -1.709], [-5.912, 4.006, -1.461], [-7.615, 3.550, -3.069], [-8.270, 3.541, -0.635], [-9.376, 2.529, -0.575], [-8.921, 4.797, -1.165], [-7.709, 3.948, 0.868], [-8.807, 3.908, 1.899], [-6.610, 3.085, 1.361], [-7.304, 5.397, 0.792], [0.502, 2.005, -2.658], [0.486, 3.512, -2.557], [1.953, 4.225, -2.409], [2.474, 4.148, -0.959], [2.979, 3.810, -3.440], [1.712, 5.732, -2.645], [5.101, 2.606, 1.470], [4.985, 2.291, -0.455], [5.915, 1.024, 0.620], [2.724, 1.573, 1.193], [3.803, 0.076, 1.574], [2.216, -0.454, -0.393], [4.027, -0.454, -1.022], [1.305, -1.321, -2.512], [-1.936, 3.053, -4.270], [-2.852, 1.351, -4.303], [-2.150, 2.820, -1.455], [-3.583, 3.579, -2.453], [-0.181, 3.883, -1.670], [-0.020, 3.927, -3.555], [3.433, 3.729, -0.984], [1.828, 3.468, -0.459], [2.768, 2.891, -3.885], [3.961, 3.881, -3.094], [1.241, 6.164, -1.814], [2.658, 6.182, -2.802], [1.963, -1.760, 2.481], [1.193, -1.396, 3.653], [1.483, -0.202, 4.414], [1.138, -2.669, 4.668], [2.363, -3.229, 5.124], [3.042, -2.334, 6.145], [-0.528, -1.366, 3.217], [3.027, -3.442, 4.280], [2.124, -4.188, 5.596], [3.352, -1.386, 5.695], [3.934, -2.816, 6.555], [2.356, -2.094, 6.964], [-0.775, -2.277, 2.669], [-0.695, -0.490, 2.586], [-1.121, -1.284, 4.129], [3.468, -4.483, 1.005], [2.721, -5.608, 1.529], [2.663, -5.893, 2.945], [3.170, -6.959, 0.736], [4.544, -7.325, 0.741], [4.973, -7.871, 2.091], [1.056, -5.519, 0.918], [5.170, -6.478, 0.439], [4.673, -8.107, -0.015], [4.916, -7.100, 2.865], [6.004, -8.233, 2.057], [4.316, -8.689, 2.402], [1.077, -5.337, -0.158], [0.558, -4.692, 1.430], [0.546, -6.456, 1.147]], "spin_multiplicity": 1, "largest_force_ev_per_a": 7.3, "e_homo_ha": -0.43223, "total_charge": 1}

{"formula": "C22H36NNd", "method": "wB97M-V/def2-TZVPD", "elements": ["C", "H", "H", "H", "C", "H", "H", "C", "H", "H", "H", "C", "C", "C", "C", "C", "C", "C", "C", "C", "C", "Nd", "H", "H", "H", "H", "H", "H", "H", "H", "H", "H", "H", "H", "H", "H", "H", "C", "N", "C", "C", "C", "C", "C", "C", "C", "C", "H", "H", "H", "H", "H", "H", "H", "H", "H", "H", "H", "H", "H"], "xyz": [[1.743, 2.682, -0.819], [2.560, 3.334, -0.489], [2.070, 2.179, -1.737], [1.593, 1.915, -0.052], [0.464, 3.490, -1.064], [-0.345, 2.811, -1.364], [0.142, 3.957, -0.125], [0.647, 4.571, -2.135], [-0.276, 5.137, -2.296], [1.431, 5.280, -1.845], [0.941, 4.126, -3.094], [-0.899, -1.884, -0.089], [-1.602, -1.157, -1.134], [-0.638, -0.804, -2.078], [0.628, -1.426, -1.716], [0.452, -2.166, -0.548], [1.420, -3.090, 0.108], [1.865, -1.341, -2.547], [-0.850, -0.007, -3.322], [-3.067, -0.885, -1.172], [-1.566, -2.582, 1.050], [0.000, 0.000, 0.000], [2.751, -1.634, -1.986], [1.798, -1.995, -3.420], [2.038, -0.332, -2.922], [2.451, -2.837, -0.134], [1.331, -3.066, 1.194], [1.254, -4.123, -0.209], [-2.406, -2.009, 1.439], [-1.950, -3.554, 0.730], [-0.879, -2.756, 1.876], [-3.302, -0.010, -1.777], [-3.613, -1.732, -1.597], [-3.472, -0.704, -0.177], [-0.027, 0.684, -3.511], [-0.924, -0.657, -4.198], [-1.764, 0.583, -3.275], [-0.186, -1.103, 5.706], [-0.753, -0.954, 4.353], [-2.216, -0.796, 4.468], [-0.201, 0.198, 3.588], [1.271, 0.094, 3.228], [2.279, 0.182, 4.211], [3.629, 0.143, 3.853], [3.996, 0.037, 2.512], [3.012, -0.022, 1.526], [1.660, 0.002, 1.875], [-0.244, -0.148, 6.275], [0.857, -1.471, 5.659], [-0.732, -1.887, 6.276], [-0.566, -1.838, 3.831], [-2.475, 0.122, 5.043], [-2.687, -0.726, 3.464], [-2.668, -1.675, 4.977], [-0.763, 0.276, 2.628], [-0.372, 1.152, 4.136], [2.036, 0.310, 5.255], [4.392, 0.213, 4.618], [5.042, 0.019, 2.236], [3.293, -0.081, 0.482]], "spin_multiplicity": 4, "largest_force_ev_per_a": 14.4, "e_homo_ha": [-0.51289, -0.51378], "total_charge": 2, "s2": 3.7591}

{"formula": "C22H36O2P2Tc", "method": "wB97M-V/def2-TZVPD", "elements": ["P", "P", "C", "C", "H", "H", "H", "H", "C", "H", "H", "H", "C", "H", "H", "H", "C", "H", "H", "H", "C", "H", "H", "H", "Tc", "C", "C", "C", "C", "C", "C", "C", "C", "C", "H", "H", "H", "H", "H", "H", "H", "H", "H", "H", "H", "H", "H", "H", "H", "O", "C", "O", "C", "C", "C", "C", "C", "C", "H", "H", "H", "H", "H"], "xyz": [[-0.381, -2.314, -2.348], [-0.113, 1.613, -2.741], [-0.823, -1.020, -3.566], [0.220, 0.095, -3.707], [-1.832, -0.669, -3.317], [-0.895, -1.528, -4.533], [1.258, -0.260, -3.514], [0.190, 0.464, -4.745], [-1.643, 2.281, -3.419], [-1.951, 3.144, -2.803], [-2.413, 1.492, -3.446], [-1.373, 2.613, -4.438], [1.139, 2.757, -3.448], [0.729, 2.970, -4.443], [2.151, 2.324, -3.544], [1.181, 3.687, -2.864], [-1.698, -3.559, -2.292], [-1.576, -4.206, -1.409], [-1.644, -4.168, -3.209], [-2.667, -3.038, -2.255], [0.891, -3.143, -3.442], [1.674, -2.432, -3.756], [0.418, -3.540, -4.352], [1.384, -3.972, -2.913], [-2.322, -1.388, 2.245], [1.184, 1.954, -0.299], [-0.055, 1.708, -1.056], [-0.762, 0.292, -0.661], [0.137, -0.884, -0.286], [1.176, -1.542, -1.334], [2.410, -0.954, -1.768], [2.893, 0.420, -1.465], [2.305, 1.049, -0.164], [-1.254, -3.075, 2.651], [1.287, 2.986, 0.019], [-0.823, 2.447, -0.774], [-1.518, -0.012, -1.419], [-1.434, 0.474, 0.198], [0.670, -0.694, 0.655], [-0.579, -1.675, 0.032], [1.413, -2.511, -0.888], [3.192, -1.648, -2.048], [2.679, 1.069, -2.336], [3.996, 0.395, -1.319], [2.127, 0.211, 0.501], [3.080, 1.654, 0.337], [-0.548, -2.810, 3.480], [-0.682, -3.291, 1.711], [-1.834, -3.966, 2.947], [-2.494, -0.345, 4.018], [-1.297, 0.166, 3.969], [-0.682, -0.044, 2.871], [-0.830, 0.915, 5.165], [-1.811, 1.431, 6.018], [-1.453, 2.247, 7.083], [-0.105, 2.539, 7.339], [0.892, 1.968, 6.523], [0.521, 1.201, 5.420], [-2.873, 1.219, 5.813], [-2.233, 2.699, 7.722], [0.175, 3.210, 8.151], [1.951, 2.156, 6.746], [1.275, 0.836, 4.712]], "e_above_lowest_kcal_mol": 142.0, "spin_multiplicity": 4, "largest_force_ev_per_a": 5.4, "e_homo_ha": [-0.41604, -0.42262], "total_charge": 2, "s2": 3.8205}

| no. | calculated total energy (Eh) |
| --- | --- |
| 1 | -6880.26205 |
| 2 | -4051.89771 |
| 3 | -1475.34892 |
| 4 | -1772.99303 |